C14H21N5O in the gas phase. Source: the Open Molecules 2025 dataset; level of theory: ωB97M-V/def2-TZVPD.

Atoms and positions in Å:
1 C -4.2605 -0.5644 -1.1161
2 N -3.0666 -0.4180 -0.3116
3 C -2.4638 -1.6960 0.0402
4 C -0.9826 -1.5955 -0.0808
5 N -0.0877 -1.7083 0.8497
6 C 1.0859 -1.4694 0.1870
7 N 0.9047 -1.2436 -1.0820
8 O -0.4432 -1.3314 -1.2740
9 C 2.3984 -1.4541 0.8730
10 C 3.5393 -1.1829 -0.0765
11 C 4.8020 -0.5748 0.4540
12 C 3.8879 0.2344 -0.4144
13 H 4.2044 0.4549 -1.4222
14 H 3.3029 1.0164 0.0456
15 H 5.7445 -0.9071 0.0456
16 H 4.8472 -0.3365 1.5059
17 H 3.6299 -1.9187 -0.8653
18 H 2.3562 -0.6794 1.6428
19 H 2.5282 -2.4146 1.3816
20 H -2.8023 -2.4586 -0.6665
21 H -2.7119 -2.0267 1.0577
22 C -3.3047 0.4547 0.8273
23 C -2.0664 0.7406 1.6741
24 C -0.9075 1.2785 0.9014
25 C -0.7749 1.5035 -0.4525
26 N 0.4877 1.9256 -0.6652
27 N 1.1810 1.9911 0.4653
28 C 0.3554 1.6076 1.4215
29 H 0.6805 1.5786 2.4430
30 C 1.1184 2.1712 -1.9287
31 H 0.4378 2.7083 -2.5891
32 H 1.4057 1.2248 -2.3943
33 H 2.0120 2.7670 -1.7538
34 H -1.4707 1.3735 -1.2552
35 H -2.3519 1.4608 2.4478
36 H -1.7411 -0.1689 2.1872
37 H -3.6800 1.3995 0.4232
38 H -4.0867 0.0342 1.4879
39 H -4.0214 -1.1303 -2.0151
40 H -5.0803 -1.0697 -0.5820
41 H -4.6061 0.4239 -1.4163

Properties
HOMO-LUMO gap: 0.3487 Eh
SMILES: CN(CCc1cnn(C)c1)Cc1nc(CC2CC2)no1
E_HOMO: -0.318 Ha
ΔE to the lowest compared entry with this formula, charge and spin: 325.84 kJ/mol
energy: -24354.6231 eV

Mulliken population analysis, charges in e, atoms 1 to 8:
1 C -1.21
2 N 0.37
3 C -1.24
4 C 0.90
5 N -0.64
6 C 0.71
7 N -0.51
8 O -0.19


C14H21N6NaO4P as an isolated structure. Source: the Open Molecules 2025 dataset; level of theory: ωB97M-V/def2-TZVPD.

Atoms and positions in Å:
1 Na 0.0000 0.0000 0.0000
2 N -1.2915 -1.5853 -0.0407
3 N -0.7149 -2.7147 0.4908
4 C 0.5361 -2.5899 0.9244
5 O 1.0216 -3.6494 1.4023
6 O 1.0337 -1.4394 0.7893
7 H -2.2800 -1.2482 0.4196
8 H -1.7116 -1.6723 -1.0983
9 H -1.1857 -3.6026 0.5626
10 N 4.1209 -1.2751 -0.5037
11 C 4.0117 0.1434 -0.9908
12 P 2.2871 0.7455 -0.9316
13 O 1.5122 0.0021 -1.9855
14 O 1.8589 0.6583 0.5122
15 C 2.2481 2.5194 -1.3704
16 N 0.8718 3.1018 -1.2037
17 H 3.5102 -1.8560 -1.1003
18 H 3.6665 -1.3056 0.4253
19 H 5.0649 -1.6629 -0.4599
20 H 4.3972 0.1603 -2.0134
21 H 4.6499 0.7479 -0.3412
22 H 2.5345 2.6705 -2.4143
23 H 2.9114 3.0897 -0.7150
24 H 0.5662 2.8707 -0.2427
25 H 0.2311 2.5616 -1.8070
26 H 0.7842 4.1037 -1.3825
27 N -9.2522 0.4911 -4.0613
28 C -8.1876 0.5058 -3.6003
29 C -6.8717 0.5239 -3.0306
30 C -6.2510 -0.6732 -2.6567
31 C -4.9673 -0.6555 -2.1009
32 C -4.2967 0.5593 -1.9157
33 C -4.9186 1.7563 -2.2902
34 C -6.2022 1.7387 -2.8458
35 C -2.9795 0.5774 -1.3454
36 C -1.8846 0.5925 -0.8713
37 H -6.7604 -1.6258 -2.7949
38 H -4.4966 -1.5949 -1.8147
39 H -4.4097 2.7092 -2.1523
40 H -6.6736 2.6779 -3.1324
41 C -1.5996 1.1960 4.2717
42 C -1.1038 0.8246 2.9476
43 N -0.7103 0.5300 1.8967
44 H -1.2544 2.1962 4.5497
45 H -1.2466 0.4914 5.0306
46 H -2.6935 1.1964 4.2911
47 H 0.1195 1.8135 -0.4620

Properties
HOMO-LUMO gap (alpha / beta): 0.1339 / 0.1339 Eh
total charge: -1
E_HOMO (alpha / beta): -0.077 / -0.077 Ha
ΔE to the lowest compared entry with this formula, charge and spin: 0.00 kJ/mol
energy: -45686.3491 eV

Mulliken population analysis, charges in e, atoms 1 to 8:
1 Na 0.69
2 N -0.45
3 N -0.43
4 C 0.33
5 O -0.90
6 O -0.68
7 H 0.26
8 H 0.21


A 7-piece molecular cluster, C14H21N7 overall. Source: the Open Molecules 2025 dataset; level of theory: ωB97M-V/def2-TZVPD.

Atoms and positions in Å:
1 C 14.8254 3.2349 5.1589
2 C 14.7160 1.8324 5.5836
3 N 14.6562 0.7299 5.9020
4 H 14.8508 3.5572 4.1179
5 H 15.6975 3.6748 5.6426
6 H 13.9477 3.7716 5.5190
7 C 13.2012 6.6578 -2.3244
8 C 12.2799 7.2246 -3.3636
9 N 11.5703 7.6283 -4.1748
10 H 13.6277 5.7379 -2.7244
11 H 12.6739 6.4280 -1.3985
12 H 14.1432 7.1401 -2.0633
13 C 14.0979 9.9998 3.7375
14 C 14.4703 11.3750 3.8429
15 N 14.7917 12.4977 3.9993
16 H 13.5542 9.6788 4.6260
17 H 14.9971 9.3838 3.7354
18 H 13.5097 9.7467 2.8554
19 C 12.9899 6.9608 1.7265
20 C 13.6934 6.6647 3.0072
21 N 14.2116 6.3398 3.9880
22 H 12.9544 8.0420 1.5932
23 H 11.9992 6.5194 1.8350
24 H 13.5786 6.4431 0.9691
25 C 15.9500 6.7214 6.8147
26 C 17.2793 6.6421 6.1331
27 N 18.2652 6.6391 5.6100
28 H 15.4215 7.5101 6.2792
29 H 16.1622 7.1187 7.8073
30 H 15.4634 5.7461 6.8075
31 C 13.0810 10.3232 -2.8348
32 C 13.3503 10.0054 -1.3942
33 N 13.5203 9.7461 -0.2717
34 H 12.1251 9.9144 -3.1623
35 H 13.9080 9.8638 -3.3763
36 H 13.1747 11.3958 -3.0045
37 C 8.3362 7.0994 1.8115
38 C 8.0710 5.5973 1.7984
39 N 7.8002 4.4626 1.8535
40 H 7.7282 7.5187 1.0098
41 H 9.4088 7.2458 1.6845
42 H 8.1330 7.5906 2.7631

Properties
HOMO-LUMO gap: 0.4188 Eh
SMILES: CC#N.CC#N.CC#N.CC#N.CC#N.CC#N.CC#N
E_HOMO: -0.429 Ha
ΔE to the lowest compared entry with this formula, charge and spin: 117.40 kJ/mol
energy: -25286.0595 eV

Mulliken population analysis, charges in e, atoms 1 to 8:
1 C -0.66
2 C 0.24
3 N -0.36
4 H 0.33
5 H 0.16
6 H 0.26
7 C -0.71
8 C 0.34


A 7-piece molecular cluster, C14H21N7 overall. Source: the Open Molecules 2025 dataset; level of theory: ωB97M-V/def2-TZVPD.

Atoms and positions in Å:
1 C 2.2163 -2.3502 -0.7679
2 C 1.5417 -3.3659 0.0349
3 N 1.0420 -4.1862 0.7083
4 H 1.7684 -1.3651 -0.6373
5 H 2.0129 -2.5696 -1.8161
6 H 3.2981 -2.3810 -0.6376
7 C 1.5910 -0.0013 4.1764
8 C 0.4972 -0.9899 4.5246
9 N -0.3735 -1.7063 4.8025
10 H 1.2772 0.8845 3.6242
11 H 2.3099 -0.5228 3.5444
12 H 2.2391 0.3466 4.9808
13 C -1.5024 -3.5895 -3.7740
14 C -1.6630 -4.6825 -4.8013
15 N -1.8375 -5.5432 -5.5319
16 H -0.5705 -3.7086 -3.2213
17 H -2.3787 -3.6176 -3.1264
18 H -1.7224 -2.6836 -4.3388
19 C 4.4507 2.7233 2.6898
20 C 3.4426 2.1557 1.8403
21 N 2.5398 1.7167 1.1673
22 H 4.6457 3.7270 2.3121
23 H 5.2898 2.0277 2.6876
24 H 4.1604 2.8950 3.7263
25 C -0.5364 0.0318 0.4930
26 C -1.3631 -0.9430 -0.2475
27 N -2.0127 -1.7571 -0.8414
28 H -1.1750 0.8736 0.7608
29 H 0.3743 0.3590 -0.0088
30 H -0.3089 -0.4121 1.4622
31 C -2.9992 -0.0365 -3.8136
32 C -2.0444 1.0192 -4.2316
33 N -1.3255 1.8684 -4.5804
34 H -3.9999 0.3902 -3.8820
35 H -2.7538 -0.4837 -2.8503
36 H -3.0469 -0.9042 -4.4717
37 C -2.0251 4.8746 1.7855
38 C -2.5049 3.5637 1.4540
39 N -2.9266 2.5154 1.2297
40 H -2.7815 5.5764 2.1369
41 H -1.5960 5.3222 0.8891
42 H -1.2492 4.9290 2.5492

Properties
HOMO-LUMO gap: 0.4126 Eh
SMILES: CC#N.CC#N.CC#N.CC#N.CC#N.CC#N.CC#N
E_HOMO: -0.419 Ha
ΔE to the lowest compared entry with this formula, charge and spin: 140.55 kJ/mol
energy: -25285.8195 eV

Mulliken population analysis, charges in e, atoms 1 to 8:
1 C -0.49
2 C 0.36
3 N -0.42
4 H 0.02
5 H 0.24
6 H 0.31
7 C -0.72
8 C 0.18


A 7-piece molecular cluster, C14H21N7 overall. Source: the Open Molecules 2025 dataset; level of theory: ωB97M-V/def2-TZVPD.

Atoms and positions in Å:
1 C -16.8112 7.8769 23.9199
2 C -16.0341 7.5451 25.1422
3 N -15.4889 7.1989 26.1035
4 H -16.1655 8.0585 23.0608
5 H -17.4001 8.7922 23.9794
6 H -17.4434 7.0253 23.6686
7 C -18.9417 5.0672 19.2072
8 C -18.8729 6.0129 20.3481
9 N -18.8748 6.7009 21.3015
10 H -18.4485 5.5478 18.3623
11 H -20.0053 4.8872 19.0512
12 H -18.6591 4.0400 19.4378
13 C -13.7450 10.7040 25.9410
14 C -14.1905 11.6754 24.9852
15 N -14.5494 12.4361 24.2251
16 H -14.0849 9.7631 25.5083
17 H -14.1321 10.8571 26.9484
18 H -12.6611 10.7791 26.0279
19 C -19.5391 6.5442 25.4542
20 C -20.8968 6.5581 25.9249
21 N -22.0093 6.6306 26.2622
22 H -19.5233 6.9818 24.4560
23 H -19.1129 5.5467 25.3471
24 H -18.9989 7.2756 26.0552
25 C -18.3881 11.2446 27.5393
26 C -18.8069 10.3529 26.4259
27 N -19.0727 9.7182 25.5352
28 H -18.2628 10.5696 28.3860
29 H -19.1669 11.8812 27.9591
30 H -17.5696 11.9297 27.3185
31 C -17.5643 6.7328 29.2721
32 C -18.6860 5.8047 29.0360
33 N -19.5936 5.0614 28.8423
34 H -16.7913 6.6662 28.5065
35 H -17.3006 6.6330 30.3250
36 H -17.9694 7.7330 29.1186
37 C -13.2802 10.1347 19.7164
38 C -13.4486 9.4172 20.9853
39 N -13.5457 8.8172 21.9691
40 H -12.2169 10.0966 19.4797
41 H -13.4473 11.1823 19.9669
42 H -13.9181 9.8541 18.8783

Properties
HOMO-LUMO gap (alpha / beta): 0.3774 / 0.1004 Eh
total charge: +1
E_HOMO (alpha / beta): -0.498 / -0.498 Ha
ΔE to the lowest compared entry with this formula, charge and spin: 52.57 kJ/mol
energy: -25275.4091 eV
2S+1: 2

Mulliken population analysis, charges in e, atoms 1 to 8:
1 C -0.58
2 C 0.54
3 N -0.56
4 H 0.27
5 H 0.27
6 H 0.11
7 C -0.76
8 C 0.37